An isolated ion of composition C4H9BrNO and charge +1 at a distorted geometry. Source: the Open Molecules 2025 dataset; level of theory: ωB97M-V with the def2-TZVPD basis set.

Atoms and positions in Å:
C 1.19591 -0.53881 0.99816
C 0.24191 -0.74120 0.12190
N -0.12201 -1.94772 -0.71531
C -0.63375 0.50866 -0.21318
C -0.14133 1.75487 0.56628
O -0.44247 0.61409 -1.57007
Br -2.53639 -0.22857 0.21990
H 1.94046 -1.30535 1.39060
H 1.48472 0.39663 1.41514
H 0.53037 -2.71685 -0.37175
H 0.08489 -1.56376 -1.60738
H -1.04614 -2.03714 -0.42045
H -0.92873 2.52319 0.42838
H 0.74656 2.18671 0.20643
H -0.09059 1.65766 1.58848
H -0.28343 1.43760 -2.03713

## Properties
Orbital gap = 10.972 eV
Net charge = +1
HOMO energy = -14.42 eV

A 2-piece molecular cluster, C9H13NO2 overall at a distorted geometry. Source: the Open Molecules 2025 dataset; level of theory: ωB97M-V with the def2-TZVPD basis set.

Atoms and positions in Å:
C 1.69806 -1.91571 1.61242
C 0.31984 -1.31306 1.47375
C -0.51907 -1.87647 0.53381
C -1.74298 -1.28183 0.16763
C -2.21612 -0.18296 0.87976
O -3.44568 0.28742 0.60731
C -1.45879 0.21123 1.99882
C -0.19781 -0.25749 2.25316
H 2.27750 -1.68579 0.72059
H 1.59971 -3.00121 1.61608
H 2.17493 -1.56613 2.52677
H -0.25136 -2.77537 -0.00807
H -2.28747 -1.54222 -0.73153
H -3.77683 0.87410 1.26497
H -1.92598 0.90736 2.69052
H 0.36025 0.05380 3.12242
C 2.59485 2.35086 -2.67639
C 1.49699 1.41125 -2.22641
N 1.80547 0.68298 -1.07926
O 0.48122 1.25583 -2.85903
H 2.98127 2.02843 -3.64966
H 3.45519 2.48628 -2.03289
H 2.12202 3.28613 -2.97229
H 1.18710 0.38305 -0.33941
H 2.72922 0.95579 -0.76663

## Properties
Orbital gap = 9.187 eV
HOMO energy = -8.43 eV

One molecule with the formula C7H10Si at a distorted geometry. Source: the Open Molecules 2025 dataset; level of theory: ωB97M-V with the def2-TZVPD basis set.

Atoms and positions in Å:
C 1.81622 2.11446 1.15341
C 0.50549 2.00528 1.05212
C 2.64291 1.03254 0.78098
C 0.67324 -0.11818 0.33283
C 2.04848 -0.13897 0.46395
C -2.37987 -0.06966 0.12034
C -1.11194 -2.16118 -1.73301
Si -0.81403 -0.76836 -0.46385
H 2.23163 2.89853 1.71078
H -0.46894 2.42247 1.08394
H 3.82842 0.95138 0.81829
H 2.64939 -0.98523 0.11930
H -3.21328 -0.48610 -0.42508
H -2.31684 -0.43583 1.14055
H -2.37279 1.06396 0.19981
H -2.08881 -2.60200 -1.71205
H -1.15777 -1.74785 -2.72787
H -0.47150 -2.97526 -1.91443

## Properties
Orbital gap (alpha / beta) = 7.059 / 7.059 eV
HOMO energy (alpha / beta) = -6.93 / -6.93 eV

One molecule with the formula C3H2O3 at a distorted geometry. Source: the Open Molecules 2025 dataset; level of theory: ωB97M-V with the def2-TZVPD basis set.

Atoms and positions in Å:
O -0.46752 -0.82594 -2.23753
C -0.70181 -0.88881 -1.06045
C -0.04400 0.13243 -0.06533
O -0.45590 1.26148 -0.24079
C 0.88208 0.44866 1.15746
O 0.49637 0.44466 2.29304
H -1.51588 -1.52532 -0.66317
H 1.80666 0.95283 0.81677

## Properties
Orbital gap = 9.510 eV
HOMO energy = -9.90 eV

One molecule with the formula C3H3N3O2 at a distorted geometry. Source: the Open Molecules 2025 dataset; level of theory: ωB97M-V with the def2-TZVPD basis set.

Atoms and positions in Å:
O 2.75526 0.34723 0.00643
N 1.82418 -0.70065 0.05330
C 0.58976 -0.33999 -0.12939
N 0.19403 1.00192 -0.25708
C -1.03458 1.22768 -0.08756
O -2.04026 0.29787 0.23989
C -1.59774 -0.97526 -0.04678
N -0.41366 -1.33283 -0.20892
H 3.60064 -0.14660 0.54616
H -1.42886 2.25123 -0.10323
H -2.44876 -1.63059 -0.01282

## Properties
Orbital gap = 9.568 eV
HOMO energy = -9.01 eV

C4H5LiLuO2 as an isolated structure at a distorted geometry. Source: the Open Molecules 2025 dataset; level of theory: ωB97M-V with the def2-TZVPD basis set.

Atoms and positions in Å:
H 0.03218 1.07910 -0.23857
C 0.15322 -0.28053 0.17130
C 1.32082 -1.22380 0.04489
C 1.32090 -1.56666 -1.44754
C -0.00667 -1.14220 -1.98719
O -0.71422 -0.76402 -0.96188
O -0.56701 -0.11037 1.22399
Lu -1.77776 1.77010 1.74232
Li -1.08535 0.60874 -3.08084
H 1.11105 -2.07998 0.69991
H 2.25176 -0.75065 0.38003
H 1.45981 -2.62016 -1.72911
H 2.10662 -1.02686 -2.00459

## Properties
Orbital gap (alpha / beta) = 3.850 / 3.849 eV
Net charge = +3
HOMO energy (alpha / beta) = -19.99 / -19.99 eV

C65H51N5O3SiV as an isolated structure at a distorted geometry. Source: the Open Molecules 2025 dataset; level of theory: ωB97M-V with the def2-TZVPD basis set.

Atoms and positions in Å:
V -0.41142 1.01685 0.60210
C 0.41640 1.74637 5.28027
O -0.93173 1.97992 4.84259
C -0.91907 1.67621 3.50740
N 0.22757 1.50010 2.97142
C 1.23809 1.81110 3.99346
C 2.43973 0.90170 4.00813
C 3.66344 1.39583 4.44996
C 4.78810 0.57872 4.47575
C 4.68722 -0.74674 4.06655
C 3.46495 -1.24495 3.62636
C 2.34397 -0.42233 3.58529
C -2.18415 1.62661 2.82863
C -3.29664 2.02920 3.51924
C -4.53838 2.07444 2.90236
C -4.60935 1.56736 1.59106
C -3.51191 1.07128 0.95735
N -2.20318 1.17029 1.48845
C -3.74060 0.32306 -0.28204
N -2.90133 -0.32808 -0.95777
C -3.59033 -0.90202 -2.11272
C -5.07209 -0.58828 -1.84211
O -5.03945 0.31643 -0.72887
C -3.31663 -2.37057 -2.35315
C -4.01820 -3.02422 -3.36718
C -3.74093 -4.34972 -3.67963
C -2.75563 -5.03410 -2.97367
C -2.06498 -4.39107 -1.95489
C -2.34122 -3.06217 -1.64184
H 0.48809 0.75646 5.73254
H 0.68639 2.50346 6.01267
H 1.58852 2.83590 3.83630
H 3.74210 2.43748 4.75365
H 5.74272 0.98192 4.79969
H 5.56240 -1.38801 4.06460
H 3.38766 -2.27160 3.28948
H 1.40543 -0.79612 3.17898
H -3.16699 2.32691 4.55040
H -5.41793 2.42699 3.42185
H -5.55096 1.51361 1.06750
H -3.26295 -0.35671 -3.00260
H -5.62876 -1.48323 -1.56368
H -5.56804 -0.10119 -2.67924
H -4.78426 -2.48694 -3.92329
H -4.28314 -4.84296 -4.47872
H -2.52762 -6.06690 -3.21978
H -1.29668 -4.91705 -1.39962
H -1.78548 -2.54871 -0.85894
O 1.24870 1.49170 0.45552
C 2.30807 2.17176 0.78579
C 3.58052 1.57173 0.74810
C 4.70728 2.28818 1.07027
C 4.60571 3.63081 1.44474
C 3.35322 4.21482 1.50517
C 2.19194 3.50615 1.19376
C 0.85173 4.12243 1.32867
N -0.32180 3.61143 1.00792
C -1.27445 4.53904 1.36289
C -0.68033 5.63555 1.89777
N 0.67012 5.35624 1.86836
H 3.63044 0.52406 0.47222
H 5.67639 1.80380 1.03885
H 5.48926 4.20520 1.69443
H 3.28972 5.26160 1.78888
H -2.33145 4.35097 1.21998
H -1.07015 6.56411 2.28069
H 1.40009 5.96121 2.18569
C -0.13255 -0.91191 0.74049
C 0.28763 -2.06498 0.88959
C 0.79644 -3.38655 1.07815
C 2.21966 -3.60298 0.87760
C 2.96015 -4.63929 1.50980
C 4.32006 -4.81699 1.28834
C 5.03404 -3.96951 0.43997
C 4.34407 -2.90683 -0.14511
C 2.98875 -2.72023 0.07635
C -0.13566 -4.43043 1.45599
C 0.09166 -5.81564 1.24658
C -0.84500 -6.77791 1.60427
C -2.06360 -6.42641 2.18279
C -2.32672 -5.06821 2.36668
C -1.40132 -4.09998 2.01165
H 2.45119 -5.28510 2.21542
H 4.83928 -5.61937 1.80469
H 6.09020 -4.12537 0.25159
H 4.87915 -2.20584 -0.78250
H 2.47587 -1.87741 -0.36318
H 1.00507 -6.13194 0.75889
H -0.62580 -7.82435 1.41381
H -2.78437 -7.18242 2.47527
H -3.27514 -4.75914 2.79535
H -1.63168 -3.04823 2.14953
C -4.14945 3.63574 -3.77896
C -3.35442 2.86239 -4.62012
C -2.27722 2.14626 -4.10135
C -1.96674 2.16438 -2.73170
C -2.77288 2.96902 -1.91449
C -3.84673 3.69576 -2.42197
Si -0.50248 1.21529 -1.89474
C 0.85354 2.38953 -2.69128
C 1.25726 3.56039 -2.03940
C 2.19606 4.43512 -2.58056
C 2.75399 4.17266 -3.82593
C 2.35799 3.02880 -4.51294
C 1.43153 2.15379 -3.94873
C -0.03695 -0.33374 -2.90429
C -0.67856 -0.88691 -4.01649
C -0.17419 -2.00980 -4.67261
C 0.99536 -2.60809 -4.22385
C 1.65631 -2.07407 -3.11859
C 1.14057 -0.95696 -2.47662
H -4.99398 4.18731 -4.17747
H -3.57485 2.81671 -5.68277
H -1.65128 1.57391 -4.78293
H -2.54605 3.01796 -0.84900
H -4.45438 4.30233 -1.75680
H 0.81457 3.79629 -1.08092
H 2.49674 5.31898 -2.02458
H 3.48706 4.84735 -4.25571
H 2.77936 2.81089 -5.49011
H 1.16264 1.25561 -4.50082
H -1.59920 -0.44670 -4.39322
H -0.70655 -2.42275 -5.52467
H 1.38286 -3.49134 -4.72035
H 2.56656 -2.53495 -2.75044
H 1.65429 -0.54942 -1.61156

## Properties
Orbital gap (alpha / beta) = 3.844 / 3.832 eV
Spin multiplicity = 2
Net charge = -2
HOMO energy (alpha / beta) = -0.06 / -0.05 eV
⟨S²⟩ = 0.79

One molecule with the formula C6H8S at a distorted geometry. Source: the Open Molecules 2025 dataset; level of theory: ωB97M-V with the def2-TZVPD basis set.

Atoms and positions in Å:
S -2.34454 0.76367 -1.15359
C -0.87695 0.22609 -0.12235
C -0.79031 -1.23993 0.01513
C 0.48863 -1.64702 0.17310
C 1.51639 -0.53295 -0.06983
C 0.74466 0.71577 -0.20579
C -0.18621 1.20501 0.84094
H -2.61051 1.93006 -0.60632
H -1.49488 -2.03990 -0.11446
H 0.94304 -2.72117 0.32476
H 2.38780 -0.58526 0.66760
H 1.90811 -0.71095 -1.11689
H 0.81554 1.54843 -1.06176
H 0.08370 0.91123 1.79374
H -0.58447 2.17690 0.63572

## Properties
Orbital gap = 9.023 eV
HOMO energy = -8.11 eV

no.,E (hartree)
1,-2861.502509
2,-555.980088
3,-562.011295
4,-341.144734
5,-430.767203
6,-1547.566658
7,-4240.555076
8,-631.504240